Record 1
The following is a DFT calculation (the ωB97M-V functional and the def2-TZVPD basis) of a 2-piece molecular cluster, C4H9NO2 overall at a distorted geometry.

Structure (XYZ):
```
16
Properties=species:S:1:pos:R:3:lowdin_charge:R:1
O -1.431 -0.100 1.218 -0.065
O -0.843 0.445 -1.966 0.020
N -0.732 -1.021 0.408 -0.107
C -0.215 2.040 -0.070 -0.045
C 1.412 -1.963 0.017 -0.015
C -0.017 0.989 -1.285 -0.294
C 0.606 -1.221 0.789 -0.220
H -1.288 2.221 -0.020 0.065
H 0.271 2.961 -0.384 0.063
H 1.032 1.052 -1.626 0.108
H 0.242 1.807 0.891 0.064
H -0.982 -1.184 -0.564 0.116
H -2.336 -0.419 1.362 0.111
H 1.220 -2.060 -1.040 0.048
H 2.312 -2.399 0.410 0.039
H 0.748 -1.149 1.859 0.112
```

max |F|	0.05611	Eh/bohr
net charge	0
HOMO-LUMO gap	8.80	eV
energy above the lowest of the compared OMol25 structures with the same formula, charge and spin	4.807	eV
energy	-9875.2534	eV
SMILES	C=CNO.CC=O
LUMO	0.848	eV

Record 2
The following is a DFT calculation (the ωB97M-V functional and the def2-TZVPD basis) of C59H67FFeN2O2P2 as an isolated structure at a distorted geometry.

Structure (XYZ):
```
134
Properties=species:S:1:pos:R:3:lowdin_charge:R:1
Fe 0.367 -0.447 -1.012 0.655
P 0.086 -0.275 -3.791 0.903
P -0.676 1.622 -1.330 1.027
F 0.356 -5.357 -0.810 0.118
O -0.175 2.402 0.095 -0.265
O 2.151 -1.219 -0.270 -0.115
N -1.201 0.542 -3.319 -0.345
N 0.119 -0.183 0.970 0.034
C -0.401 0.519 3.242 0.052
C -1.829 -3.845 4.030 -0.055
C -2.475 1.598 -0.993 -0.313
C -0.615 -1.400 -8.175 -0.058
C -4.702 2.514 -1.048 -0.061
C -5.158 1.483 -0.240 -0.068
C -2.348 1.602 6.058 -0.039
C -3.367 2.577 -1.418 -0.084
C 3.665 -5.147 0.479 -0.037
C -0.297 -2.306 2.160 0.011
C -0.809 3.134 2.281 -0.065
C 3.475 1.594 -2.424 -0.043
C 1.370 -2.665 -2.951 -0.052
C 0.779 3.922 -1.922 -0.093
C -0.276 0.776 1.860 -0.172
C -1.351 5.498 3.027 -0.065
C -1.780 4.884 0.686 -0.029
C 4.453 -2.882 -0.160 -0.050
C 0.433 -1.479 1.290 -0.212
C 0.209 -3.520 2.554 -0.154
C -0.852 4.616 1.877 -0.513
C -0.995 2.789 3.613 0.032
C -0.624 -0.184 6.005 -0.061
C -0.759 -3.369 -1.270 0.038
C 2.346 0.803 -2.509 -0.105
C -0.464 2.103 1.391 -0.184
C -4.278 0.498 0.183 -0.063
C 1.604 0.728 -3.692 -0.260
C 0.084 -2.077 -5.975 -0.058
C -0.973 3.452 -3.488 -0.106
C -0.782 -5.789 2.889 -0.036
C 1.669 -1.956 0.678 -0.264
C 1.108 5.066 -2.631 -0.062
C 0.290 -1.782 -2.791 -0.349
C 3.876 2.337 -3.524 -0.051
C -0.649 4.601 -4.193 -0.068
C 0.587 5.051 1.543 -0.021
C -0.602 0.200 -6.387 -0.102
C 3.147 2.275 -4.703 -0.051
C 0.409 -4.618 4.778 -0.032
C 2.239 -3.167 1.178 -0.075
C -0.772 1.506 4.122 -0.154
C 3.672 -3.669 0.898 -0.524
C 1.378 -3.878 -2.303 0.032
C -0.272 3.104 -2.333 -0.296
C 0.391 5.413 -3.765 -0.072
C -0.500 -4.430 3.549 -0.550
C -0.791 -2.159 -1.954 -0.114
C -0.842 -0.110 -7.714 -0.054
C 0.076 2.175 6.373 -0.038
C -0.913 1.269 5.623 -0.552
C 4.448 -3.552 2.223 -0.038
C 0.329 -4.200 -1.450 -0.254
C -0.156 -2.380 -7.308 -0.060
C 2.023 1.469 -4.794 -0.054
C -2.538 0.190 -3.806 -0.159
C -2.946 0.551 -0.200 -0.101
C 1.482 -3.892 2.075 0.022
C -0.125 -0.782 -5.515 -0.280
H -2.908 0.948 -4.505 0.076
H -2.469 1.409 7.126 0.088
H 5.450 -3.318 -0.262 0.090
H -0.676 5.474 3.884 0.085
H 0.733 -3.648 5.160 0.090
H 2.181 -4.584 -2.459 0.130
H -2.592 2.650 5.878 0.079
H 2.193 -2.390 -3.601 0.137
H -1.291 3.557 4.311 0.092
H -1.892 5.961 0.545 0.090
H 1.339 3.664 -1.035 0.092
H 4.037 1.623 -1.500 0.123
H 4.002 -4.177 2.999 0.082
H 2.053 0.221 -1.638 0.041
H -2.280 -4.532 4.747 0.091
H -1.777 2.825 -3.840 0.081
H 4.455 -2.520 2.577 0.095
H -0.147 -0.469 3.589 0.091
H -1.385 4.469 -0.235 0.056
H -0.809 -1.647 -9.210 0.113
H -3.066 0.986 5.514 0.091
H -2.570 -0.775 -4.317 0.079
H -1.682 -2.889 4.535 0.068
H 4.564 -1.839 0.126 0.085
H -2.259 -0.225 0.119 0.083
H 3.459 2.852 -5.563 0.115
H 0.012 1.986 7.447 0.088
H 1.927 5.689 -2.296 0.112
H 0.589 6.074 1.160 0.093
H 0.391 -0.477 5.729 0.089
H 5.481 -3.874 2.079 0.089
H 0.135 -6.274 2.550 0.080
H 4.757 2.961 -3.463 0.115
H -2.768 4.459 0.871 0.092
H 1.028 4.401 0.790 0.055
H -2.534 -3.711 3.207 0.088
H 0.419 -2.856 -5.302 0.096
H 1.100 1.975 6.050 0.093
H 0.638 6.314 -4.312 0.108
H -0.724 -0.301 7.084 0.090
H 4.692 -5.515 0.435 0.092
H -1.402 6.531 2.680 0.089
H -6.194 1.450 0.070 0.109
H 3.116 -5.773 1.182 0.078
H -1.703 -1.565 -1.951 0.112
H 3.966 -2.914 -1.132 0.068
H 1.206 5.012 2.440 0.093
H 0.011 -3.385 -7.671 0.112
H -0.134 -5.135 5.571 0.089
H 1.891 -4.827 2.433 0.105
H -5.384 3.284 -1.384 0.112
H -1.437 -5.661 2.024 0.085
H -4.631 -0.307 0.816 0.109
H -0.801 1.197 -6.010 0.108
H -0.136 3.230 6.203 0.078
H -1.214 4.858 -5.080 0.108
H -1.277 -6.454 3.599 0.090
H -1.263 -1.963 2.507 0.115
H -1.219 0.650 -8.385 0.114
H 1.486 1.409 -5.730 0.097
H -3.237 0.159 -2.968 0.065
H -2.353 5.203 3.347 0.095
H -1.336 -0.859 5.527 0.070
H -1.579 -3.681 -0.638 0.139
H 3.216 -5.277 -0.504 0.064
H 1.296 -5.206 4.544 0.080
H -3.022 3.404 -2.023 0.099
```

2S+1	6
max |F|	0.03316	Eh/bohr
net charge	+1
HOMO-LUMO gap (spin up / spin down)	6.80 / 5.73	eV
energy above the lowest of the compared OMol25 structures with the same formula, charge and spin	0.758	eV
energy	-125023.8120	eV
LUMO (spin up / spin down)	-2.573 / -3.884	eV

Record 3
The following is a DFT calculation (the ωB97M-V functional and the def2-TZVPD basis) of a single C15H20FN3OS molecule.

Structure (XYZ):
```
41
Properties=species:S:1:pos:R:3:lowdin_charge:R:1
S -0.863 5.478 -4.105 0.774
F 1.583 -4.998 2.041 0.084
O 2.294 -3.579 4.181 -0.059
N -0.232 2.007 -1.160 -0.080
N -1.855 -2.142 -0.528 0.020
N -2.526 -1.453 -1.441 0.031
C 0.334 -3.228 1.146 0.051
C -0.141 -1.916 1.226 -0.159
C -0.726 4.120 -5.302 -0.414
C -0.347 1.144 0.000 -0.200
C 1.133 -3.731 2.145 -0.189
C 2.687 -2.850 5.318 -0.079
C 0.537 3.209 -0.911 -0.256
C 0.212 -1.155 2.337 -0.024
C -1.106 -0.092 -0.349 -0.153
C 1.501 -2.973 3.265 -0.212
C 1.018 -1.671 3.337 -0.002
C -0.825 4.532 -2.549 -0.520
C 0.575 4.083 -2.163 -0.261
C -2.081 -0.216 -1.353 -0.113
C -0.983 -1.374 0.175 -0.170
H -0.167 -0.151 2.435 0.112
H 3.312 -3.527 5.897 0.096
H -2.054 -3.120 -0.387 0.156
H 1.571 2.990 -0.586 0.118
H 1.263 -1.047 4.181 0.108
H -1.521 3.402 -5.123 0.033
H 0.247 3.645 -5.219 0.023
H 0.108 -3.858 0.299 0.126
H 0.043 3.754 -0.100 0.120
H -0.886 1.711 0.771 0.127
H 3.269 -1.964 5.045 0.098
H 1.019 3.511 -2.982 0.098
H -0.836 4.561 -6.287 0.024
H 0.186 1.485 -1.927 0.126
H 0.638 0.864 0.420 0.120
H 1.204 4.956 -1.982 0.108
H -2.460 0.552 -1.996 0.104
H -1.488 3.675 -2.657 0.066
H 1.823 -2.549 5.920 0.098
H -1.233 5.205 -1.795 0.072
```

max |F|	0.01667	Eh/bohr
net charge	0
HOMO-LUMO gap	8.91	eV
energy above the lowest of the compared OMol25 structures with the same formula, charge and spin	0.000	eV
energy	-35949.2993	eV
SMILES	COc1ccc(-c2[nH]ncc2CNCCCSC)cc1F
LUMO	0.634	eV

Q: What is the formula in the second record?
A: C59H67FFeN2O2P2

Q: Among the records above, which one has the highest energy above the lowest of the compared OMol25 structures with the same formula, charge and spin?
A: C4H9NO2